ORCA calculation (ωB97M-V/def2-TZVPD) on C4H14N2Si as an isolated structure.

```
21
Properties=species:S:1:pos:R:3:forces:R:3:mulliken_charge:R:1
C 1.157720 1.470195 -0.346288 1.75 -1.09 1.16 -1.725
C 1.334272 -0.614410 1.079355 -3.35 0.37 0.30 -1.763
C 0.875471 -0.824746 -1.251818 0.14 -2.23 0.20 -1.645
C 0.567287 0.067806 -0.074655 -0.07 -0.84 0.06 1.457
N -1.953346 -1.453150 0.529531 0.53 -0.40 0.32 -0.463
N -2.287941 1.089289 -0.772660 0.08 -1.11 -0.69 -0.503
Si -1.327048 0.153709 0.314050 0.86 1.88 2.95 0.138
H 0.718535 2.116967 -1.081559 -0.42 -0.05 -0.51 0.384
H 0.944277 1.823565 0.633317 0.28 1.67 0.81 0.516
H 2.322351 1.468049 -0.471026 -2.07 -0.22 0.10 0.293
H 2.285517 -0.732649 0.759604 3.31 -0.24 -0.79 0.526
H 0.908696 -1.611024 1.104435 0.04 -0.39 0.61 0.406
H 1.315113 -0.146621 2.048081 -0.24 0.26 0.41 0.374
H 1.949048 -1.085904 -1.273599 -0.34 -0.14 0.21 0.351
H 0.278446 -1.767102 -1.480781 0.54 1.21 0.63 0.318
H 0.789662 -0.153606 -2.009801 -0.56 1.31 -3.13 0.551
H -2.883632 -1.680809 0.900631 0.73 0.44 -0.34 0.227
H -1.258310 -2.131883 0.900817 -0.86 0.75 -0.47 0.221
H -2.378313 0.543324 -1.655897 -0.21 1.20 0.70 0.243
H -2.313900 2.109865 -0.863579 0.14 -0.97 0.01 0.230
H -1.239931 1.119007 1.936805 -0.30 -1.38 -2.53 -0.137
```
Positions in Å, forces in eV/Å.

Its HOMO energy is -9.0 eV. As for the spin multiplicity: 1. The calculation puts the frontier orbital gap at 9.76 eV. As for the energy above the lowest of the compared OMol25 structures with the same formula, charge and spin: 0.803 eV. Its charge is 0.